(1)
Here is one molecule with the formula C4H4OS2 from the OMol25 dataset. Energies are from ωB97M-V with the def2-TZVPD basis set.

Last column: Löwdin charge in e.
Cartesian coordinates (Å):
S  2.5056  0.5817  0.8738  0.704
C  0.9535  0.1029  0.5893  -0.784
C  0.6815  -1.4267  0.4697  -0.216
C  -0.7619  -1.4099  0.0058  -0.216
C  -1.0600  -0.0995  -0.6470  -0.758
S  -2.3945  0.5286  -1.1615  0.855
O  -0.0882  0.8562  0.0530  -0.121
H  1.3861  -1.7209  -0.1865  0.055
H  0.8942  -1.9753  1.4631  0.151
H  -0.9860  -2.3197  -0.6911  0.151
H  -1.2455  -1.5992  1.0865  0.177

The SMILES is S=C1CCC(=S)O1. The lowest unoccupied orbital energy comes out at -1.17 eV. The value obtained for the highest occupied orbital energy is -0.326 Ha. The calculation puts the gap between HOMO and LUMO at 7.713 eV.

(2)
Here is a 3-piece molecular cluster, C4H4OS2 overall from the OMol25 dataset. Energies are from ωB97M-V with the def2-TZVPD basis set.

Last column: Löwdin charge in e.
Cartesian coordinates (Å):
C  -0.6883  -1.5694  0.5915  0.005
C  -2.5452  0.6978  0.0362  -1.424
C  1.6912  -0.3507  -0.2329  -0.169
C  1.4072  0.9357  -0.2725  -0.169
O  -0.5912  -2.6576  0.2197  0.040
S  -3.8266  -0.1435  -0.2036  0.710
S  -1.6273  1.8851  0.4139  0.737
H  1.8439  -0.7915  0.8358  0.085
H  1.7992  -1.0313  -1.0617  0.047
H  1.2841  1.3753  0.8116  0.070
H  1.2529  1.6501  -1.1380  0.069

The lowest unoccupied orbital energy comes out at -0.36 eV. The value obtained for the highest occupied orbital energy is -0.346 Ha. The calculation puts the gap between HOMO and LUMO at 9.072 eV.

(3)
Here is one molecule with the formula C4H4OS2 from the OMol25 dataset. Energies are from ωB97M-V with the def2-TZVPD basis set.

Last column: Löwdin charge in e.
Cartesian coordinates (Å):
C  -0.2218  -0.7908  1.4527  0.125
C  -0.0451  -0.2539  0.2186  -0.434
C  1.0038  0.9056  0.2525  -0.505
S  0.9910  2.1536  -0.8874  0.681
C  -0.9782  -0.5007  -0.7872  -0.820
O  -2.1572  -0.8747  -0.5186  0.008
S  -0.1693  -0.5904  -2.3559  0.728
H  -1.0160  -1.4958  1.7470  0.096
H  0.7291  -0.4563  2.1278  0.123
H  1.9114  0.9239  0.9675  0.087
H  -0.0476  0.9795  -2.2169  -0.090

The SMILES is C=C(C=S)C(=O)S. The lowest unoccupied orbital energy comes out at -1.48 eV. The value obtained for the highest occupied orbital energy is -0.341 Ha. The calculation puts the gap between HOMO and LUMO at 7.786 eV.

Q: Which of them is the most stable? A: (2).

(1)
Here is one molecule with the formula C5H3NO from the OMol25 dataset. Energies are from ωB97M-V with the def2-TZVPD basis set.

Last column: Löwdin charge in e.
Cartesian coordinates (Å):
C  2.3151  -0.3059  0.5360  0.122
C  1.1541  -0.5624  0.3185  -0.112
C  -0.2817  -0.8553  0.1253  -0.132
C  -1.2192  0.2105  -0.3556  -0.404
O  -2.1584  -0.2151  -0.9942  0.109
C  -1.0654  1.6492  -0.1890  -0.096
N  -1.0007  2.7998  -0.0996  0.192
H  3.3600  -0.0934  0.6902  0.038
H  -0.7940  -1.4811  -0.6612  0.147
H  -0.6959  -1.3345  1.0163  0.136

The SMILES is C#CCC(=O)C#N. The lowest unoccupied orbital energy comes out at -0.74 eV. The value obtained for the highest occupied orbital energy is -0.396 Ha. The calculation puts the gap between HOMO and LUMO at 10.026 eV.

(2)
Here is a 2-piece molecular cluster, C5H3NO overall from the OMol25 dataset. Energies are from ωB97M-V with the def2-TZVPD basis set.

Last column: Löwdin charge in e.
Cartesian coordinates (Å):
N  2.9573  -0.7618  0.0063  0.176
C  1.9615  -0.1555  -0.0408  -0.263
C  0.7776  0.5302  -0.2335  0.056
C  -0.0341  1.3576  0.4347  -0.405
O  -1.1349  1.6856  0.7829  0.077
C  -1.8231  -0.8913  -0.2648  0.051
C  -0.8100  -1.5186  -0.4604  0.014
H  0.9108  2.0630  0.4514  0.201
H  -2.7096  -0.3185  -0.0941  0.047
H  0.0250  -2.1628  -0.6375  0.047

The lowest unoccupied orbital energy comes out at -1.88 eV. The value obtained for the highest occupied orbital energy is -0.371 Ha. The calculation puts the gap between HOMO and LUMO at 8.209 eV.

(3)
Here is one molecule with the formula C5H3NO from the OMol25 dataset. Energies are from ωB97M-V with the def2-TZVPD basis set.

Last column: Löwdin charge in e.
Cartesian coordinates (Å):
C  0.7683  0.4346  2.0892  0.131
C  0.0391  0.9472  1.2722  -0.129
C  -0.3620  0.8616  -0.1313  -0.131
C  -0.0135  -0.5830  -0.5320  -0.378
O  0.7227  -1.3018  0.0921  0.127
C  -0.5812  -1.1760  -1.7482  -0.110
N  -0.9486  -1.7837  -2.6623  0.180
H  1.4631  -0.0662  2.7308  0.052
H  -1.3850  1.1394  -0.4079  0.122
H  0.2971  1.5280  -0.7026  0.135

The SMILES is C#CCC(=O)C#N. The lowest unoccupied orbital energy comes out at -0.52 eV. The value obtained for the highest occupied orbital energy is -0.390 Ha. The calculation puts the gap between HOMO and LUMO at 10.084 eV.

(4)
Here is one molecule with the formula C5H3NO from the OMol25 dataset. Energies are from ωB97M-V with the def2-TZVPD basis set.

Last column: Löwdin charge in e.
Cartesian coordinates (Å):
N  -0.8744  -1.9185  -2.2387  0.183
C  -0.5930  -0.9358  -1.6892  -0.169
C  -0.1766  -0.2190  -0.5126  -0.320
C  -0.2220  -1.1966  0.4403  0.212
O  0.4534  0.0221  1.8324  -0.017
C  0.6949  1.0723  1.1349  -0.210
C  0.2972  1.0527  -0.1994  -0.042
H  -1.2032  -1.6912  0.5808  0.118
H  1.2401  1.9454  1.5452  0.141
H  0.3836  1.8686  -0.8937  0.105

The lowest unoccupied orbital energy comes out at -0.59 eV. The value obtained for the highest occupied orbital energy is -0.344 Ha. The calculation puts the gap between HOMO and LUMO at 8.777 eV.

Q: Which of them is the most stable? A: (3).

(1)
Here is an isolated ion of composition CH5N2S and charge +1 from the OMol25 dataset. Energies are from ωB97M-V with the def2-TZVPD basis set.

Last column: Löwdin charge in e.
Cartesian coordinates (Å):
C  -0.2613  -0.5355  -0.0569  -0.404
N  2.6312  -0.2529  0.0221  -0.304
N  -1.4844  0.2363  -0.0298  0.111
S  1.1975  0.3909  0.1265  0.980
H  -0.1775  -1.5542  0.3326  0.092
H  3.1479  0.5440  -0.3637  0.001
H  -2.1041  -0.1505  -0.7597  0.187
H  -1.0746  1.2787  -0.1118  0.209
H  -1.8747  0.0433  0.8407  0.128

Its total charge is +1. The lowest unoccupied orbital energy (spin up / spin down) comes out at -5.63 / -5.63 eV. The value obtained for the highest occupied orbital energy (spin up / spin down) is -0.517 / -0.517 Ha. The calculation puts the gap between HOMO and LUMO (spin up / spin down) at 8.439 / 8.441 eV.

(2)
Here is an isolated ion of composition CH5N2S and charge +1 from the OMol25 dataset. Energies are from ωB97M-V with the def2-TZVPD basis set.

Last column: Löwdin charge in e.
Cartesian coordinates (Å):
N  -0.9452  -0.3578  0.0080  0.225
C  0.2475  0.4090  0.5367  -0.238
N  1.3207  0.3926  -0.1316  -0.365
S  2.7458  1.1827  0.2330  0.869
H  -1.0986  -1.1273  0.5925  0.137
H  -1.6668  0.3935  -0.0404  0.189
H  -0.7130  -0.6936  -0.9704  0.200
H  -0.0639  0.8522  1.4105  0.109
H  3.5071  0.7439  -0.7482  -0.126

Its total charge is +1. The SMILES is [NH3+]/C=N/S. The lowest unoccupied orbital energy comes out at -3.92 eV. The value obtained for the highest occupied orbital energy is -0.511 Ha. The calculation puts the gap between HOMO and LUMO at 9.989 eV.

(3)
Here is CH5N2S as an isolated structure from the OMol25 dataset. Energies are from ωB97M-V with the def2-TZVPD basis set.

Last column: Löwdin charge in e.
Cartesian coordinates (Å):
C  -0.3652  0.0857  -0.1517  -0.281
N  -1.3560  -0.4930  0.4501  0.193
N  0.8745  -0.2381  -0.1046  -0.422
S  2.2311  0.4696  -0.7795  0.860
H  -0.7090  0.9732  -0.5560  0.136
H  -2.2663  0.0575  0.4063  0.189
H  -1.2175  -1.2686  1.0074  0.103
H  1.1827  -1.2895  0.5751  0.295
H  1.6257  1.7032  -0.8472  -0.073

Its total charge is +1. The lowest unoccupied orbital energy comes out at -4.22 eV. The value obtained for the highest occupied orbital energy is -0.511 Ha. The calculation puts the gap between HOMO and LUMO at 9.694 eV.

Q: Which of them is the most stable? A: (2).